(1)
ORCA calculation (the ωB97M-V functional and the def2-TZVPD basis) on C21H37Al2Cl3F6KLi2N2O7S as an isolated structure.

The gap between HOMO and LUMO is 1.1997 eV. The net charge is +1.

```
82
Properties=species:S:1:pos:R:3:forces:R:3:mulliken_charge:R:1
C 2.959120 -0.794148 1.740824 -0.10 1.93 -0.32 -0.72
C 2.734312 0.667712 2.254594 -0.12 -1.33 -0.10 -0.43
O 1.812258 1.389080 1.414086 -0.17 -0.23 0.31 -0.24
C 2.309916 1.654002 0.140230 -0.14 1.37 0.83 -0.64
C 1.211818 2.434728 -0.585330 0.28 -0.98 -0.75 -0.33
C 0.180695 1.411406 -1.166313 -0.09 1.12 0.65 1.79
C -1.275587 1.826532 -0.853620 0.21 -0.53 -1.12 0.73
C -2.334459 0.698444 -0.933042 0.04 1.22 0.61 -1.27
C -2.503190 -0.082762 0.384962 -0.38 -0.66 -0.87 2.97
C -1.245099 -0.218542 1.124168 -2.35 0.38 -1.48 -1.91
N -0.362370 -0.368002 1.807064 2.34 -0.46 1.65 -0.30
C -3.567410 0.511420 1.326522 0.66 0.79 0.18 -1.65
C -3.498312 2.024776 1.558567 -0.84 0.21 0.57 1.17
C -2.336673 2.472780 2.443781 -0.27 0.13 -0.60 -0.90
C -4.785944 2.390352 2.328470 0.66 -0.55 0.39 -1.78
C -2.948422 -1.547388 0.077643 1.33 0.26 -0.77 1.89
C -1.933645 -2.368070 -0.712858 0.22 0.05 -1.23 -0.74
F -3.045555 -2.143568 1.277967 -0.88 -0.64 0.93 -0.38
C -4.228240 -1.597564 -0.662819 2.40 0.33 2.21 -0.77
N -5.299642 -1.739195 -0.974893 -2.90 -0.30 -1.60 -0.53
H 3.019708 -1.492712 2.557820 0.19 -0.24 0.13 0.39
H 3.854455 -0.790750 1.131047 0.22 -0.59 -0.07 0.25
H 2.092096 -1.008510 1.118954 -0.11 -0.38 -0.03 -0.01
H 3.667413 1.225560 2.313755 0.13 0.08 -0.01 0.48
H 2.308858 0.590102 3.244684 -0.37 0.46 0.17 0.19
H 3.229895 2.235254 0.248459 0.15 0.18 -0.28 0.64
H 2.528180 0.778544 -0.444116 0.24 -0.35 0.24 -0.13
H 0.708765 3.107668 0.108519 0.23 0.03 0.32 -0.33
H 1.653224 3.048584 -1.362710 -0.06 0.11 -0.28 0.55
H 0.451248 0.455592 -0.732213 -0.34 -0.29 -0.03 -0.51
H 0.364824 1.387162 -2.258316 0.07 -0.22 0.21 -1.38
H -1.338496 2.382551 0.105139 -0.01 -1.27 -0.64 -1.61
H -1.541519 2.554022 -1.629179 -0.18 0.34 0.18 1.05
H -2.119131 0.085128 -1.812141 0.16 -0.38 0.10 0.30
H -3.291018 1.174501 -1.133063 -0.25 -0.09 -0.13 0.52
H -3.406641 0.031199 2.286051 -0.15 -0.06 0.26 0.59
H -4.585681 0.283702 1.027545 -0.03 -0.26 -0.46 0.54
H -3.562098 2.610380 0.630654 0.26 -0.17 -0.30 0.25
H -2.415519 2.001234 3.423592 0.49 0.05 0.23 0.49
H -2.439021 3.558910 2.578151 -0.11 0.05 0.62 0.18
H -1.336436 2.270922 2.025648 0.22 -0.43 0.44 0.12
H -4.763249 3.414230 2.676650 -0.25 0.33 -0.19 0.46
H -5.682847 2.139836 1.778121 -0.20 0.25 -0.22 0.41
H -4.786488 1.779321 3.228879 -0.15 -0.06 0.21 0.44
H -0.948268 -1.912818 -0.774178 0.19 0.07 0.43 0.15
H -2.288545 -2.499472 -1.738760 -0.10 0.07 -0.08 -0.14
H -1.856138 -3.371804 -0.320206 0.04 -0.12 0.41 0.44
C -4.497150 -3.231054 -4.175764 -0.70 0.04 -0.17 0.79
Cl -2.889700 -4.027090 -4.082575 -1.10 -0.75 -0.03 -0.19
Cl -4.492053 -2.024405 -5.461633 0.16 0.04 0.08 -0.12
Cl -5.747520 -4.419469 -4.423279 0.18 0.05 0.03 -0.06
H -4.678035 -2.729098 -3.232449 0.11 -0.04 0.07 -0.39
Li -0.613160 1.264682 -3.935654 1.51 0.49 -0.19 0.94
C 4.046997 -0.678840 -2.636288 0.48 -0.59 0.17 -0.57
C 4.239530 -0.686472 -4.138290 -0.19 0.96 -0.10 -0.19
C 2.833815 -0.998092 -4.649468 -0.24 -0.12 -0.25 -0.81
O 1.944234 -0.442798 -3.688974 -0.44 -2.12 0.18 -0.27
C 2.686689 -0.070857 -2.524845 -0.51 0.69 0.57 0.28
H 4.807589 -0.121337 -2.096390 -0.01 0.06 0.05 0.41
H 4.039627 -1.692806 -2.250540 0.12 -0.26 0.19 0.41
H 4.545864 0.305676 -4.480160 -0.10 -0.04 -0.12 0.61
H 4.980988 -1.411937 -4.468958 -1.10 -0.27 0.08 -0.47
H 2.659063 -2.085974 -4.697891 0.21 -0.02 -0.05 0.41
H 2.635356 -0.569780 -5.632748 -0.02 0.19 0.11 0.31
H 2.743102 1.018796 -2.513083 -0.08 -0.10 -0.23 0.17
H 2.152961 -0.409502 -1.638234 0.03 -0.40 -0.20 -0.10
F 1.276456 0.288300 5.759936 -0.32 0.30 -0.27 -0.39
Al 0.038165 1.433844 5.964753 0.09 -0.11 0.47 0.60
F 0.282632 2.744494 4.869347 -0.32 -0.35 -0.13 -0.41
F 0.036889 2.013306 7.551949 -0.06 -0.06 -0.48 -0.37
F -1.489243 0.705982 5.603391 0.30 0.34 -0.28 -0.38
Li 6.385094 -1.824120 -4.818267 1.19 -0.22 -0.03 0.96
O 4.861413 -4.728296 1.894319 -0.17 0.23 0.18 -0.53
S 5.816319 -3.669346 1.531084 0.07 -0.22 -0.64 1.24
O 7.180761 -4.211218 1.476121 0.09 0.22 0.18 -0.53
O 5.764336 -2.613658 2.555987 0.02 -0.17 0.25 -0.47
O 5.462170 -3.121270 0.213585 -0.19 0.13 -0.40 -0.54
K -0.534437 -2.831928 -3.907704 1.63 0.52 0.17 0.88
Al -1.189133 4.190240 0.884647 0.15 1.13 0.63 0.43
O -3.667152 0.257761 7.987192 -0.01 -0.17 -0.35 -0.49
H -3.224468 -0.030798 7.163962 0.09 0.21 0.26 0.32
F 2.240871 1.746720 -4.271834 -1.04 1.18 -0.47 -0.79
```
Forces are in eV/Å.

(2)
ORCA calculation (the ωB97M-V functional and the def2-TZVPD basis) on C11H19Cl3NOS3Tl as an isolated structure.

The gap between HOMO and LUMO is 7.4819 eV.

```
39
Properties=species:S:1:pos:R:3:forces:R:3:mulliken_charge:R:1
Tl -1.198878 -1.009815 -0.514134 -0.11 -0.20 0.53 0.44
C -0.977734 2.672027 -2.205740 0.45 -0.43 -0.18 -0.77
C -1.146262 3.158464 -0.780135 -0.34 -0.46 0.47 -0.65
S -1.771523 1.866146 0.377384 0.36 0.28 -0.18 -0.16
C -0.527362 1.806366 1.707979 -0.39 0.19 -0.05 -0.16
C 0.926506 1.659679 1.324018 0.15 -0.51 -0.10 -0.91
S 1.345404 0.108742 0.433340 0.92 0.79 -0.95 0.13
C 2.397585 0.856702 -0.917447 -0.54 -0.32 0.65 -0.90
C 1.714515 1.832556 -1.856931 -0.44 -0.12 -0.33 -0.78
S 0.098896 1.216885 -2.483868 0.09 0.47 0.08 0.00
H -0.590382 3.477850 -2.829961 -0.15 0.10 -0.02 0.40
H -1.939820 2.354745 -2.602943 -0.07 0.04 -0.11 0.36
H -1.900088 3.945432 -0.782208 0.10 0.13 0.01 0.46
H -0.227578 3.567557 -0.368378 0.04 0.03 0.01 0.32
H -0.820096 0.905057 2.259370 0.00 0.21 -0.01 -0.27
H -0.669823 2.702017 2.314871 0.09 -0.05 0.09 0.60
H 1.500696 1.633707 2.251235 0.01 0.16 0.00 0.51
H 1.285299 2.489178 0.718077 0.02 0.06 0.07 0.48
H 2.705404 -0.027609 -1.474125 0.16 -0.02 0.00 0.39
H 3.278096 1.323756 -0.474710 0.09 -0.02 -0.07 0.45
H 2.341000 1.994556 -2.736894 0.03 0.16 0.14 0.51
H 1.521422 2.793058 -1.381108 0.10 0.02 -0.03 0.38
Cl 1.433445 -3.529393 -5.403138 -0.18 0.13 0.34 -0.10
C 0.172211 -3.069324 -4.234956 -0.65 -0.19 -0.99 0.64
Cl -0.754122 -1.665278 -4.851221 0.17 -0.39 0.01 -0.09
Cl -0.918671 -4.451258 -3.944202 0.20 0.27 -0.08 -0.09
C 0.726198 -2.658610 -2.974723 0.30 0.18 0.52 -0.07
N 1.038767 -2.261289 -1.946863 0.39 -0.12 0.03 -0.35
C -1.370528 -3.058554 2.314817 0.41 0.21 0.12 -1.53
C -0.320775 -1.988091 2.673684 -0.47 -0.42 0.26 0.58
C -0.640375 -1.417450 4.069415 0.20 -0.17 -0.40 -1.48
O -0.311535 -1.002486 1.717652 -0.66 0.14 -0.14 -0.62
H -1.395333 -3.864314 3.046512 -0.05 -0.14 0.04 0.45
H -1.147175 -3.477153 1.330761 -0.01 -0.08 0.02 0.27
H -2.350764 -2.582842 2.274741 -0.13 0.01 0.00 0.29
H 0.668843 -2.486203 2.719944 -0.07 0.01 0.08 0.18
H -1.617321 -0.938664 4.052588 -0.17 0.08 -0.04 0.30
H 0.099357 -0.673424 4.356242 0.12 0.09 0.03 0.31
H -0.657499 -2.202723 4.821054 0.03 -0.11 0.17 0.44
```
Forces are in eV/Å.

(3)
ORCA calculation (the ωB97M-V functional and the def2-TZVPD basis) on C3H6N2 as an isolated structure.

The gap between HOMO and LUMO (alpha / beta) is 9.3223 / 8.9483 eV.

```
11
Properties=species:S:1:pos:R:3:forces:R:3:mulliken_charge:R:1
C 1.431714 -0.208363 0.435957 0.28 1.64 -0.37 -0.27
C 0.528351 -1.040289 -0.183234 0.29 -0.62 0.32 -0.16
C 0.743633 0.955317 -0.227964 -1.54 1.04 -0.72 -0.20
N -0.089419 -0.100780 -0.918362 -0.05 -0.68 -0.25 -0.51
N -2.509984 -0.372282 0.109398 0.56 -2.05 -0.15 -0.48
H 2.462807 -0.199055 0.679047 0.69 -0.63 0.68 0.35
H 0.420468 -2.126892 -0.080443 -0.42 0.45 -0.57 0.39
H -0.001204 1.595102 0.331246 1.16 -0.61 -0.13 0.17
H 1.265421 1.602322 -0.982344 -0.15 -0.59 0.84 0.23
H -2.607622 0.603037 0.255259 0.20 1.38 0.42 0.23
H -1.644163 -0.708122 0.581437 -1.02 0.67 -0.07 0.25
```
Forces are in eV/Å.

(4)
ORCA calculation (the ωB97M-V functional and the def2-TZVPD basis) on an isolated ion of composition C3H2NOS2 and charge -1.

The gap between HOMO and LUMO is 5.7042 eV. The net charge is -1.

```
9
Properties=species:S:1:pos:R:3:forces:R:3:mulliken_charge:R:1
C 0.498272 1.599865 0.465182 0.80 -0.20 2.49 0.01
C -0.469421 -0.001628 -0.693756 0.57 0.07 0.29 -0.25
C 0.157900 -0.788596 0.283278 -0.68 2.02 0.38 0.44
N -0.195346 1.380038 -0.573666 -0.27 -0.58 0.14 -0.53
O 0.039975 -2.143046 0.443637 0.18 0.78 -1.56 -0.50
S -1.541146 -0.501527 -1.941259 0.12 -0.87 -0.14 -0.55
S 0.950447 0.219875 1.450030 -0.11 -0.40 -0.68 -0.23
H 0.691877 2.470868 1.088801 -0.07 0.69 -1.15 0.33
H -0.132558 -2.235848 -0.522248 -0.53 -1.52 0.24 0.28
```
Forces are in eV/Å.